Molecular formula: C21H63AsB3F6N3NaOSn2
Method: DFT, ωB97M-V/def2-TZVPD

Computed properties:
Energy above the lowest of the compared OMol25 structures with the same formula, charge and spin = 11.77 kJ/mol
Molecular weight = 855.51 g/mol
E = -4577.2605 Ha
E_HOMO = -10.7 eV
Frontier orbital gap = 4.70 eV
Net charge = +1

CARTESIAN COORDINATES (ANGSTROEM)
Na 0.202 1.802 -0.493
Sn 1.164 -2.911 2.181
Sn 0.395 -1.700 -2.877
B 0.659 1.430 -2.998
H 0.743 1.107 -4.024
H 1.372 0.872 -2.411
H 0.896 2.483 -2.990
H -0.349 1.298 -2.636
B 1.305 -3.909 -0.972
H 1.837 -4.456 -0.209
H 0.356 -3.620 -0.548
H 1.947 -3.056 -1.124
H 1.133 -4.438 -1.897
B -0.130 -0.757 0.163
H -0.441 -1.787 0.089
H 0.852 -0.707 -0.280
H -0.809 -0.179 -0.445
H -0.024 -0.489 1.203
As 2.502 1.369 3.007
F 2.447 3.176 3.380
F 1.607 1.576 1.420
F 2.640 -0.424 2.719
F 3.585 1.299 4.462
F 0.969 1.004 3.973
F 3.933 1.644 1.899
C -0.339 5.584 2.338
C 0.109 4.247 1.986
N -0.605 3.818 0.776
C -0.599 4.702 -0.426
C 0.889 4.976 -0.788
C -2.036 3.415 0.983
C -2.314 2.281 1.998
H -0.316 6.200 1.440
H 0.237 5.983 3.173
H -1.395 5.721 2.573
H 1.190 4.180 1.868
H -0.146 3.479 2.716
H -0.962 4.212 -1.330
H -1.103 5.654 -0.255
H 1.316 5.769 -0.173
H 1.541 4.103 -0.764
H 1.002 5.490 -1.743
H -2.461 3.171 0.009
H -2.677 4.256 1.246
H -3.302 1.842 1.860
H -2.099 2.446 3.053
H -1.718 1.413 1.716
C 5.429 -0.125 -4.773
C 3.957 -0.245 -4.416
N 3.577 -1.468 -3.607
C 4.290 -1.585 -2.349
C 4.133 -0.349 -1.399
C 3.826 -2.712 -4.357
C 3.019 -3.917 -3.878
H 5.472 0.845 -5.268
H 5.804 -0.876 -5.469
H 6.036 -0.024 -3.873
H 3.499 0.634 -3.964
H 3.432 -0.305 -5.370
H 4.006 -2.521 -1.868
H 5.345 -1.744 -2.574
H 3.065 -0.143 -1.323
H 4.442 -0.457 -0.359
H 4.703 0.483 -1.811
H 4.874 -3.013 -4.375
H 3.487 -2.593 -5.386
H 3.229 -4.800 -4.482
H 1.962 -3.670 -3.972
H 3.317 -4.228 -2.876
C -1.313 -1.223 5.178
C -2.066 -2.435 4.788
N -2.161 -2.459 3.295
C -2.957 -1.368 2.849
C -4.413 -1.248 3.536
C -2.730 -3.744 2.911
C -2.871 -3.796 1.391
H -0.342 -1.214 4.683
H -1.183 -1.371 6.251
H -1.982 -0.375 5.035
H -1.438 -3.287 5.050
H -2.988 -2.580 5.351
H -2.412 -0.485 3.182
H -2.989 -1.368 1.760
H -5.082 -1.732 2.824
H -4.611 -1.659 4.526
H -4.791 -0.250 3.754
H -3.621 -3.946 3.505
H -2.024 -4.544 3.134
H -2.092 -3.275 0.835
H -3.806 -3.357 1.042
H -2.749 -4.868 1.233
C -4.815 -1.054 -2.793
C -3.745 -0.157 -2.148
O -2.585 -0.497 -2.290
C -4.178 1.126 -1.473
H -5.491 -0.427 -3.374
H -5.336 -1.628 -2.026
H -4.423 -1.805 -3.479
H -3.355 1.482 -0.853
H -4.848 0.849 -0.660
H -4.513 1.941 -2.114